[1]
ORCA calculation (ωB97M-V with the def2-TZVPD basis set) on C41H49N4O6PV as an isolated structure in a non-equilibrium geometry.

Summary:
energy = -96520.6204 eV
expectation value of S² = 2.03
multiplicity = 3
charge = +1
HOMO (alpha / beta) = -9.714 / -9.719 eV

```
102
Properties=species:S:1:pos:R:3:mulliken_spin:R:1
V -0.343 0.053 0.381 2.14
C -3.805 4.084 6.452 0.00
O -4.475 4.442 5.263 0.00
C -3.759 4.957 4.244 0.00
C -4.486 5.373 3.119 0.00
C -3.840 5.868 2.015 0.00
C -2.438 5.894 1.971 0.00
C -1.718 5.563 3.122 0.00
C -2.371 5.109 4.247 0.00
N -1.847 6.363 0.823 0.00
N -1.055 5.834 0.076 0.00
C -0.639 4.462 0.171 0.00
C 0.720 4.304 -0.492 0.00
C 1.455 3.217 -0.252 0.00
C 0.736 2.066 0.384 -0.02
O 1.248 0.923 0.805 -0.07
C -1.391 2.220 0.348 -0.08
N -2.298 1.188 0.506 0.03
C -3.494 1.372 -0.073 0.01
C -3.886 2.543 -0.679 0.01
C -3.017 3.666 -0.735 0.00
C -1.776 3.525 -0.220 -0.01
H -4.557 3.635 7.096 0.00
H -3.389 4.964 6.949 0.00
H -3.007 3.359 6.256 0.00
H -5.563 5.307 3.143 0.00
H -4.397 6.193 1.152 0.00
H -0.647 5.682 3.143 0.00
H -1.778 4.882 5.119 0.00
H 1.108 5.187 -0.975 0.00
H 2.485 3.097 -0.546 0.00
H -4.184 0.543 0.023 0.00
H -4.888 2.622 -1.068 0.00
H -3.358 4.596 -1.163 0.00
O -0.371 4.000 1.529 0.00
C -0.337 2.615 1.436 0.06
O -0.304 1.640 -0.552 -0.12
C -0.266 1.997 2.797 -0.01
C 0.603 2.525 3.753 -0.01
C 0.676 1.972 5.024 0.01
C -0.066 0.851 5.351 0.00
C -0.896 0.305 4.381 0.00
C -1.030 0.887 3.125 0.05
N -1.629 -0.907 4.627 0.00
O -1.843 -1.231 5.769 0.00
O -1.965 -1.542 3.638 0.00
H 1.215 3.375 3.495 0.00
H 1.334 2.411 5.760 0.00
H -0.002 0.397 6.329 0.00
H -1.807 0.523 2.461 0.02
C 1.478 -6.108 -1.861 0.00
C 0.414 -5.390 -2.701 0.00
C 0.339 -3.896 -2.344 0.00
C 0.627 -3.761 -0.849 0.04
C 2.129 -3.995 -0.644 0.00
C 2.619 -5.146 -1.543 0.00
P 0.017 -2.228 0.018 0.04
C 0.639 -2.359 1.772 -0.05
C 2.079 -1.841 1.889 -0.01
C 2.346 -1.471 3.349 -0.01
C 1.823 -2.560 4.304 0.00
C 1.570 -3.874 3.570 0.00
C 0.473 -3.700 2.512 0.00
C -1.843 -2.398 0.161 -0.03
C -2.414 -3.770 0.564 -0.01
C -3.025 -4.505 -0.626 0.00
C -4.206 -3.725 -1.212 0.00
C -3.974 -2.209 -1.137 0.00
C -2.481 -1.896 -1.149 0.01
H 1.856 -6.972 -2.407 0.00
H 1.047 -6.485 -0.931 0.00
H -0.556 -5.864 -2.535 0.00
H 0.645 -5.491 -3.761 0.00
H -0.638 -3.507 -2.625 0.00
H 1.084 -3.330 -2.905 0.00
H 0.062 -4.545 -0.327 0.00
H 2.319 -4.247 0.398 0.00
H 2.682 -3.082 -0.884 0.00
H 3.434 -5.675 -1.046 0.00
H 3.012 -4.751 -2.480 0.00
H 0.008 -1.606 2.282 -0.02
H 2.217 -0.959 1.258 0.03
H 2.798 -2.593 1.572 0.00
H 1.863 -0.514 3.562 0.00
H 3.418 -1.330 3.484 0.00
H 0.887 -2.244 4.767 0.00
H 2.534 -2.728 5.112 0.00
H 1.256 -4.637 4.281 0.00
H 2.494 -4.225 3.110 0.00
H -0.503 -3.710 3.001 0.00
H 0.514 -4.548 1.826 0.00
H -2.101 -1.676 0.960 -0.01
H -3.190 -3.616 1.315 0.00
H -1.645 -4.388 1.025 0.00
H -3.363 -5.490 -0.302 0.00
H -2.264 -4.660 -1.390 0.00
H -5.118 -3.970 -0.669 0.00
H -4.355 -4.035 -2.247 0.00
H -4.409 -1.820 -0.214 0.00
H -4.469 -1.712 -1.973 0.00
H -2.302 -0.817 -1.266 0.01
H -2.032 -2.389 -2.012 0.00
```

---

[2]
ORCA calculation (ωB97M-V with the def2-TZVPD basis set) on a 8-piece molecular cluster, C41H50N5O20P overall in a non-equilibrium geometry.

Summary:
energy = -101006.2360 eV
SMILES = O=[N+]([O-])c1ccccc1.O=[N+]([O-])c1ccccc1.O=[N+]([O-])c1ccccc1.O=[N+]([O-])c1ccccc1.O=[N+]([O-])c1ccccc1.COP(=O)(OC)OC.CCOC(=O)OC.CCOC(=O)OC
HOMO = -9.647 eV

```
117
Properties=species:S:1:pos:R:3:lowdin_charge:R:1
O -2.696 3.745 -2.590 0.07
N -1.564 3.892 -3.022 -0.35
O -1.131 3.280 -3.979 0.07
C -0.704 4.818 -2.304 -0.17
C 0.624 4.900 -2.672 0.00
C 1.528 5.558 -1.847 -0.05
C 1.046 6.247 -0.741 -0.07
C -0.316 6.310 -0.475 -0.06
C -1.186 5.530 -1.221 0.00
H 1.012 4.289 -3.478 0.11
H 2.590 5.426 -1.984 0.09
H 1.754 6.745 -0.086 0.11
H -0.695 6.881 0.360 0.11
H -2.245 5.534 -1.006 0.12
O 0.741 -3.977 -0.185 0.07
N 1.700 -3.447 -0.719 -0.33
O 2.650 -2.971 -0.136 0.10
C 1.659 -3.307 -2.179 -0.15
C 1.125 -4.326 -2.944 0.01
C 1.182 -4.188 -4.327 -0.06
C 1.657 -3.022 -4.903 -0.06
C 2.175 -2.004 -4.105 -0.05
C 2.169 -2.151 -2.731 0.00
H 0.797 -5.252 -2.494 0.12
H 0.779 -5.000 -4.920 0.11
H 1.677 -2.909 -5.980 0.11
H 2.663 -1.147 -4.545 0.06
H 2.611 -1.385 -2.109 0.12
O -5.394 1.759 6.589 0.07
N -4.780 2.261 5.664 -0.35
O -4.958 3.386 5.237 0.07
C -3.728 1.459 5.032 -0.15
C -3.457 0.206 5.525 -0.01
C -2.394 -0.524 5.015 -0.05
C -1.627 0.050 4.015 -0.06
C -1.931 1.292 3.474 -0.06
C -2.981 2.019 3.998 0.01
H -4.030 -0.180 6.357 0.12
H -2.149 -1.483 5.448 0.10
H -0.753 -0.486 3.669 0.08
H -1.300 1.670 2.681 0.09
H -3.210 3.001 3.610 0.12
O -0.438 -3.591 4.598 0.08
N 0.049 -4.382 3.816 -0.33
O 1.011 -4.164 3.106 0.09
C -0.559 -5.696 3.687 -0.17
C -0.996 -6.338 4.815 0.00
C -1.424 -7.647 4.703 -0.06
C -1.498 -8.246 3.444 -0.07
C -1.074 -7.571 2.318 -0.06
C -0.556 -6.289 2.447 0.00
H -1.040 -5.770 5.736 0.12
H -1.794 -8.162 5.578 0.11
H -1.960 -9.227 3.445 0.11
H -1.049 -8.045 1.346 0.11
H -0.196 -5.746 1.584 0.10
O -6.255 -1.083 -0.782 0.07
N -6.084 -0.022 -1.354 -0.36
O -6.799 0.950 -1.229 0.08
C -4.944 0.066 -2.257 -0.15
C -4.837 1.142 -3.114 0.00
C -3.816 1.199 -4.053 -0.07
C -2.864 0.195 -4.064 -0.07
C -2.939 -0.862 -3.173 -0.07
C -3.967 -0.905 -2.246 0.00
H -5.455 2.023 -2.994 0.12
H -3.734 2.040 -4.724 0.10
H -2.071 0.187 -4.804 0.11
H -2.235 -1.678 -3.244 0.11
H -3.999 -1.781 -1.611 0.10
C 6.480 3.619 -3.070 -0.07
O 5.539 2.529 -3.165 -0.22
P 3.978 2.845 -3.070 0.33
O 3.548 4.016 -3.824 -0.21
O 3.388 1.440 -3.478 -0.21
C 3.397 1.119 -4.882 -0.08
O 3.673 2.973 -1.525 -0.21
C 4.109 1.929 -0.630 -0.06
H 7.052 3.662 -3.991 0.09
H 7.172 3.386 -2.258 0.09
H 5.984 4.555 -2.826 0.09
H 2.437 0.688 -5.165 0.08
H 4.150 0.348 -5.042 0.09
H 3.561 2.006 -5.489 0.09
H 3.237 1.495 -0.148 0.08
H 4.726 2.387 0.147 0.10
H 4.748 1.197 -1.118 0.09
C -2.231 -3.387 0.527 -0.04
C -1.418 -2.147 0.887 -0.20
O -1.015 -1.566 -0.359 0.02
C -0.403 -0.381 -0.312 -0.58
O -0.171 0.244 0.691 0.13
O -0.268 0.044 -1.567 0.01
C 0.131 1.390 -1.745 -0.03
H -1.659 -4.312 0.504 0.05
H -2.728 -3.339 -0.442 0.07
H -3.033 -3.437 1.267 0.08
H -0.573 -2.333 1.544 0.09
H -2.105 -1.538 1.480 0.12
H 0.989 1.728 -1.159 0.09
H -0.710 2.056 -1.565 0.09
H 0.458 1.547 -2.773 0.09
C 2.006 4.139 2.493 -0.05
C 1.772 2.653 2.522 -0.22
O 2.818 2.063 3.292 0.05
C 2.823 0.742 3.500 -0.59
O 3.684 0.189 4.116 0.14
O 1.730 0.155 2.992 -0.04
C 1.702 -1.271 2.955 -0.04
H 3.017 4.460 2.251 0.08
H 1.652 4.604 3.414 0.08
H 1.376 4.589 1.717 0.06
H 1.711 2.234 1.516 0.10
H 0.811 2.470 2.999 0.11
H 1.299 -1.566 1.993 0.06
H 1.092 -1.584 3.796 0.07
H 2.682 -1.736 3.032 0.10
```